The following is a DFT calculation (ωB97M-V/def2-TZVPD) of a molecular structure, C36H44IrN3P.

Geometry (Å):
Ir: 0.47063 -0.19518 -0.00885
N: 1.54418 -3.32124 3.89892
N: -0.47262 -2.75134 -1.87262
C: 1.29022 1.83208 -0.08130
C: 2.38777 0.93018 0.24449
C: 2.41167 0.80004 1.70550
C: 3.37633 0.06728 2.44209
H: 4.24805 -0.30650 1.89674
H: 2.73627 -1.36403 2.72924
H: 3.50410 0.30716 3.49484
C: 1.21266 1.36703 2.21288
C: 0.80829 1.37618 3.63856
H: 1.36169 2.15634 4.18203
H: 1.01644 0.41722 4.12847
H: -0.26404 1.58262 3.76190
C: 0.55590 2.05857 1.15454
C: -0.46798 3.11427 1.34424
H: -1.16295 2.87097 2.15929
H: -1.03303 3.33523 0.42950
H: 0.07398 4.02758 1.63487
C: 3.54028 0.58939 -0.63909
H: 4.45161 1.16468 -0.41341
H: 3.27401 0.77721 -1.68156
H: 3.77909 -0.47387 -0.51696
C: 1.24424 2.75991 -1.25839
H: 0.20804 2.99697 -1.52311
H: 1.73650 2.31757 -2.12756
H: 1.75584 3.70852 -1.02741
C: 0.60823 -3.96569 4.53176
H: 0.92199 -4.04762 5.60152
C: -0.56096 -4.49169 3.95129
H: -1.21188 -5.04656 4.64792
C: -0.81175 -4.31602 2.57422
H: -1.60444 -4.94644 2.12987
C: -0.01448 -3.41699 1.88340
H: -0.09080 -3.34258 0.77379
C: 1.08433 -2.87057 2.65686
C: 1.70568 -1.64094 2.25613
H: 1.89023 -1.61753 1.11441
C: -0.03247 -1.44826 -1.61474
C: 0.66813 -3.12638 -2.50301
H: 1.39646 -3.91326 -2.36887
C: 0.81539 -2.23302 -3.56321
H: 0.94997 -2.34762 -4.61552
N: 0.34717 -1.01502 -2.94083
C: 0.23774 0.22895 -3.62536
C: 1.32207 0.57141 -4.47537
C: 1.22861 1.70306 -5.29229
H: 2.10760 1.97263 -5.88940
C: 0.07174 2.47682 -5.35587
C: -0.01573 3.61188 -6.30193
H: -0.53031 4.45869 -5.86421
H: -0.56357 3.33470 -7.19916
H: 0.97052 3.93262 -6.61401
C: -1.00155 2.13537 -4.53111
H: -1.90795 2.75565 -4.54717
C: -0.95892 1.01658 -3.69166
C: -2.12366 0.56792 -2.85333
H: -2.62459 -0.32750 -3.27004
H: -2.86053 1.37533 -2.74187
H: -1.74812 0.28877 -1.84324
C: 2.59153 -0.22068 -4.34578
H: 2.49227 -1.28042 -4.64069
H: 2.95382 -0.20025 -3.30155
H: 3.35396 0.22699 -4.99141
C: -2.67622 -1.49607 0.08149
P: -1.78167 -0.04145 0.71712
C: -2.92833 1.35663 0.31127
C: -2.22749 -0.21668 2.52862
C: -3.42633 0.13949 3.16276
C: -3.62616 -0.19410 4.50945
C: -2.64404 -0.85423 5.25721
C: -1.44116 -1.18517 4.64041
C: -1.27127 -0.87505 3.29422
H: -2.52418 -1.61051 -0.99328
H: -3.74537 -1.41440 0.29970
H: -2.26771 -2.38197 0.57651
H: -3.93411 0.98116 0.07380
H: -3.03355 2.04392 1.16020
H: -2.57720 1.93807 -0.54811
H: -4.19675 0.67614 2.60662
H: -4.56706 0.06493 4.98893
H: -2.78977 -1.11761 6.30670
H: -0.63422 -1.67294 5.19318
H: -0.35032 -1.12731 2.78579

Atomic forces in eV per Å
-1.2857 0.3981 0.0761
-1.2582 1.1676 -1.9571
-0.2316 -1.8808 3.1225
0.7702 -0.0243 0.6573
-0.8784 0.5826 -0.0960
2.1012 -1.2255 0.8213
0.3732 3.3980 -1.6397
-0.2080 0.1263 0.3023
-1.8601 -0.6329 -0.2007
-0.2052 -0.4896 -0.0584
-0.4338 1.3164 -0.3164
-0.0817 0.1709 0.4156
-0.0498 -0.0471 0.0646
0.0042 0.1213 -0.1756
0.2957 -0.0416 -0.0178
1.4058 -1.1098 0.4414
-0.3082 0.2188 0.0313
0.1288 0.0922 -0.2258
0.1255 -0.0758 0.2744
-0.2168 -0.0644 -0.0468
0.1791 -0.1125 -0.1203
-0.2319 -0.0032 0.0695
0.1121 -0.0862 0.1367
0.0604 0.1656 -0.1854
-0.2104 -0.1219 -0.0193
0.1546 -0.0406 -0.1346
-0.1636 0.0533 -0.0231
-0.0735 -0.2058 0.0244
-0.0720 -1.0064 1.1644
-0.9759 -0.7540 -0.5659
-0.1941 -0.2403 1.3599
0.1521 0.1756 -0.7506
0.1381 -0.3021 0.6062
0.4028 0.7153 -0.0102
0.2756 -1.5163 0.4104
0.1596 0.4653 1.0141
1.8170 1.6166 -0.6978
0.1922 -2.7329 -1.8853
-0.1727 0.0663 1.2637
0.2373 1.2913 -1.0426
0.6089 -0.8587 -1.2121
-0.7728 -1.0348 0.2460
-0.8248 3.1318 1.8571
0.2806 -0.1077 -0.3366
0.4070 0.1033 -2.1840
-0.2012 0.0483 -1.2502
-0.6437 0.2112 0.9484
0.1490 -0.4236 0.0465
-0.3514 -0.0357 0.0977
0.2005 -0.6693 0.6011
-0.0718 0.3805 -0.2923
-0.1079 0.2467 0.1029
-0.1144 -0.0624 -0.1797
0.2189 0.1305 -0.0733
-0.0391 -0.2895 0.3036
0.2887 -0.3089 -0.0120
0.9125 -0.7657 0.3196
-0.0786 0.0588 0.4729
0.2781 0.3742 0.0862
0.0802 -0.2414 -0.1182
-0.3108 0.1944 -0.8214
0.6906 0.0378 -0.3663
0.2456 0.8003 0.1474
-0.2145 -0.1740 -0.5358
0.0603 -0.0157 0.1218
-0.4139 -0.0840 -0.0754
-0.6400 -0.1341 0.7024
-0.2901 0.3172 -0.2701
0.2260 -0.2205 0.1821
0.1314 -0.0225 -0.0321
-0.0583 0.0746 -0.0573
0.2014 0.0281 -0.3131
-0.2120 0.0994 0.0029
0.1552 -0.1111 -0.2299
0.0233 -0.0164 0.1403
0.0365 -0.0468 0.0547
-0.0127 0.1370 -0.0919
0.2404 -0.0198 0.0234
0.1601 -0.2482 -0.1828
-0.0404 -0.1941 0.2122
0.0474 -0.1733 0.2389
0.0815 0.0236 -0.0976
-0.1591 0.1825 -0.2899
-0.3119 0.1307 -0.2489
0.1712 0.1199 0.2762

Values from the calculation:
Electronic energy = -54633.7308 eV
E_LUMO (spin up / spin down) = 2.48 / 2.30 eV
Total charge = -1
2S+1 = 5
Gap between HOMO and LUMO (spin up / spin down) = 4.7 / 5.2 eV
E_HOMO (spin up / spin down) = -2.19 / -2.88 eV

Calculated atomic charges, method Mulliken, unit e: number 1, Ir, carries 1.535; number 2, N, carries -0.736; number 3, N, carries -0.518; number 4, C, carries 1.032; number 5, C, carries 0.541; number 6, C, carries -0.384; number 7, C, carries -1.461; number 8, H, carries 0.299; number 9, H, carries -0.080; number 10, H, carries 0.403; number 11, C, carries 1.724; number 12, C, carries -1.857; number 13, H, carries 0.390; number 14, H, carries 0.407; number 15, H, carries 0.371; number 16, C, carries -0.253; number 17, C, carries -1.673; number 18, H, carries 0.307; number 19, H, carries 0.306; number 20, H, carries 0.417; number 21, C, carries -1.268; number 22, H, carries 0.299; number 23, H, carries 0.040; number 24, H, carries 0.369; number 25, C, carries -1.408; number 26, H, carries 0.306; number 27, H, carries 0.347; number 28, H, carries 0.261; number 29, C, carries -0.546; number 30, H, carries 0.395; number 31, C, carries -0.360; number 32, H, carries 0.289; number 33, C, carries -0.642; number 34, H, carries 0.376; number 35, C, carries -0.027; number 36, H, carries 0.649; number 37, C, carries -0.486; number 38, C, carries 0.612; number 39, H, carries -0.017; number 40, C, carries -0.889; number 41, C, carries -1.007; number 42, H, carries 0.356; number 43, C, carries -0.362; number 44, H, carries 0.631; number 45, N, carries 1.344; number 46, C, carries 0.681; number 47, C, carries 0.422; number 48, C, carries -1.035; number 49, H, carries 0.286; number 50, C, carries 0.955; number 51, C, carries -1.620; number 52, H, carries 0.378; number 53, H, carries 0.289; number 54, H, carries 0.387; number 55, C, carries -0.973; number 56, H, carries 0.292; number 57, C, carries 0.691; number 58, C, carries -0.987; number 59, H, carries 0.407; number 60, H, carries 0.389; number 61, H, carries -0.605; number 62, C, carries -1.777; number 63, H, carries 0.374; number 64, H, carries 0.227; number 65, H, carries 0.382; number 66, C, carries -1.171; number 67, P, carries 1.869; number 68, C, carries -2.074; number 69, C, carries 0.196; number 70, C, carries -0.905; number 71, C, carries -0.664; number 72, C, carries -0.961; number 73, C, carries -0.352; number 74, C, carries 0.510; number 75, H, carries 0.363; number 76, H, carries 0.472; number 77, H, carries 0.258; number 78, H, carries 0.473; number 79, H, carries 0.539; number 80, H, carries 0.209; number 81, H, carries 0.339; number 82, H, carries 0.371; number 83, H, carries 0.375; number 84, H, carries 0.437; number 85, H, carries -0.477